# 1
Below is C52H40BrN4O4PPb as an isolated structure, with properties calculated with ωB97M-V/def2-TZVPD.

Element x y z (Å)
1 Pb -0.40492 0.22047 0.62466
2 O -2.87108 0.09488 -4.40521
3 C -1.59859 -0.30865 -4.69193
4 C -1.27297 -0.52475 -6.02492
5 C 0.00228 -0.94807 -6.36062
6 C 0.95722 -1.15822 -5.37428
7 C 0.63003 -0.92416 -4.04846
8 C -0.64020 -0.49184 -3.69342
9 C -0.95963 -0.16321 -2.25025
10 O 0.09329 -0.37853 -1.41827
11 N -2.15154 -0.97456 -1.86918
12 N -2.35739 -0.99084 -0.49026
13 C -3.30556 -1.74690 -0.10469
14 C -3.72235 -2.05453 1.26441
15 Br -2.41616 -2.38179 2.58520
16 C -5.00940 -2.26434 1.56282
17 C -6.14440 -2.04804 0.65535
18 C -7.22011 -2.93819 0.70234
19 C -8.29851 -2.78835 -0.15148
20 C -8.32915 -1.73359 -1.05488
21 C -7.28300 -0.82471 -1.08852
22 C -6.20047 -0.97527 -0.23490
23 H -3.02874 -0.04392 -3.45711
24 H -2.03316 -0.36394 -6.77779
25 H 0.24747 -1.12046 -7.40097
26 H 1.95131 -1.49654 -5.63565
27 H 1.35518 -1.06089 -3.25741
28 H -1.30926 0.88650 -2.20839
29 H -2.03907 -1.92897 -2.20188
30 H -3.91502 -2.23261 -0.86981
31 H -5.24864 -2.63699 2.55201
32 H -7.19833 -3.76010 1.40760
33 H -9.11783 -3.49389 -0.11221
34 H -9.17366 -1.61394 -1.72047
35 H -7.31121 0.01123 -1.77491
36 H -5.40946 -0.23588 -0.23785
37 O -2.06400 0.84997 1.97312
38 C -1.78475 1.77335 2.86737
39 C -2.71316 2.81484 3.07338
40 C -2.48911 3.80807 3.99806
41 C -1.33294 3.81641 4.78337
42 C -0.42381 2.79698 4.62636
43 C -0.61337 1.77862 3.67946
44 C 0.34004 0.69070 3.67107
45 N 0.41540 -0.15184 2.71205
46 N 1.23139 -1.25309 2.84517
47 C 1.04045 -2.08075 1.84283
48 O 0.24971 -1.88610 0.84438
49 C 1.83265 -3.33821 1.82928
50 C 1.55639 -4.30886 0.87299
51 C 2.31434 -5.46899 0.82397
52 C 3.35376 -5.65897 1.72299
53 C 3.63260 -4.68784 2.67716
54 C 2.87437 -3.53027 2.73376
55 H -3.61436 2.80502 2.47353
56 H -3.22531 4.59333 4.11902
57 H -1.16832 4.59620 5.51382
58 H 0.46489 2.75898 5.24702
59 H 0.98649 0.53918 4.53556
60 H 0.75586 -4.13495 0.16721
61 H 2.09668 -6.22450 0.07991
62 H 3.94908 -6.56211 1.68038
63 H 4.44521 -4.83360 3.37716
64 H 3.08049 -2.76312 3.46743
65 C 5.23173 1.74871 3.62978
66 C 4.04738 2.45527 3.46108
67 C 3.23007 2.18943 2.37544
68 C 3.58964 1.21839 1.43893
69 C 4.77357 0.51154 1.61616
70 C 5.59130 0.78022 2.70631
71 P 2.37910 0.82557 0.13685
72 C 3.26695 -0.14190 -1.12021
73 C 3.42940 -1.49890 -0.84362
74 C 4.06392 -2.33644 -1.74666
75 C 4.52729 -1.82861 -2.95212
76 C 4.34822 -0.48537 -3.24705
77 C 3.72265 0.35576 -2.33746
78 C 2.04899 2.46475 -0.58236
79 C 3.10392 3.24686 -0.98394
80 C 2.91333 4.51996 -1.54939
81 C 1.64659 5.00464 -1.68495
82 C 0.52979 4.26088 -1.23621
83 C -0.76603 4.82761 -1.32283
84 C -1.84676 4.16803 -0.82611
85 C -1.67356 2.90277 -0.22393
86 C -0.44475 2.30883 -0.15637
87 C 0.71071 2.97005 -0.66737
88 H 5.87181 1.95645 4.47737
89 H 3.75876 3.21546 4.17592
90 H 2.30670 2.74718 2.25169
91 H 5.06752 -0.24781 0.90278
92 H 6.51387 0.22786 2.83071
93 H 3.04855 -1.91322 0.08177
94 H 4.17622 -3.38670 -1.51047
95 H 5.01393 -2.48037 -3.66635
96 H 4.68577 -0.08712 -4.19531
97 H 3.56008 1.39027 -2.60427
98 H 4.11478 2.87776 -0.85275
99 H 3.76779 5.10145 -1.86874
100 H 1.47309 5.98160 -2.12001
101 H -0.87141 5.80504 -1.77763
102 H -2.83464 4.60704 -0.87747
103 H -2.53387 2.39218 0.19234

Calculated values
DFT total energy: -153300.6480 eV
HOMO level: -7.663 eV

Atomic partial charges in e from the Löwdin method, atoms 1 to 8: 1.367, 0.049, -0.273, -0.020, -0.091, -0.089, -0.015, -0.098


# 2
Below is a 2-piece molecular cluster, C23H21BF3N overall at a distorted geometry, with properties calculated with ωB97M-V/def2-TZVPD.

Element x y z (Å)
1 C -5.73639 -1.58543 1.95896
2 C -4.32498 -1.11172 1.79255
3 C -4.03667 0.24902 1.97275
4 C -2.75040 0.72256 1.81738
5 C -1.66913 -0.15619 1.51099
6 C -0.36768 0.40346 1.35602
7 C 0.88071 -0.23397 1.58723
8 C 2.07656 0.48770 1.29167
9 C 3.30768 -0.14209 1.28687
10 C 3.40136 -1.50092 1.62091
11 C 2.25827 -2.20257 2.02256
12 C 1.02145 -1.56789 2.07229
13 C -1.98778 -1.52673 1.27961
14 C -3.28901 -1.98819 1.44138
15 H -5.80355 -2.67380 1.87372
16 H -6.13477 -1.28665 2.93688
17 H -6.39650 -1.13987 1.20259
18 H -4.84772 0.93283 2.23081
19 H -2.53699 1.78798 1.89533
20 H -0.32976 1.48284 1.18475
21 H 1.98525 1.54029 1.01496
22 H 4.20209 0.41611 1.00326
23 H 4.36468 -2.00937 1.56329
24 H 2.33386 -3.25834 2.29303
25 H 0.14771 -2.08890 2.46640
26 H -1.20129 -2.20423 0.94167
27 H -3.51771 -3.04576 1.28414
28 C 1.62988 3.15794 -2.81055
29 N 1.13161 1.89188 -2.32126
30 C -0.11326 1.64114 -1.77365
31 B -1.08038 2.89747 -1.37025
32 F -2.23595 2.37357 -0.77499
33 F -0.27701 3.59376 -0.43201
34 F -1.34071 3.61273 -2.54041
35 C -0.20844 0.29929 -1.45673
36 C 1.03263 -0.31949 -1.81950
37 C 1.85741 0.71117 -2.36142
38 C 3.19050 0.51289 -2.68956
39 C 3.72128 -0.76544 -2.47307
40 C 2.93216 -1.78409 -1.91430
41 C 1.59368 -1.57240 -1.57720
42 H 2.64609 2.99135 -3.17811
43 H 1.00225 3.53183 -3.62852
44 H 1.64234 3.91078 -2.01378
45 H -1.07045 -0.25463 -1.11144
46 H 3.77977 1.33455 -3.09188
47 H 4.75949 -0.96822 -2.73593
48 H 3.38072 -2.76096 -1.72684
49 H 0.97707 -2.33529 -1.10062

Calculated values
DFT total energy: -34514.3083 eV
HOMO level: -7.397 eV

Atomic partial charges in e from the Löwdin method, atoms 1 to 8: -0.045, -0.250, -0.019, 0.014, -0.199, 0.098, -0.195, 0.009


# 3
Below is the molecule C4H7NO2 at a distorted geometry, with properties calculated with ωB97M-V/def2-TZVPD.

Element x y z (Å)
1 N 2.43845 0.32264 -0.01878
2 C 1.34940 -0.70461 0.00195
3 C -0.08251 -0.26918 -0.09220
4 C -0.50903 0.98465 -0.10663
5 O -1.85105 0.98032 0.03104
6 C -2.24005 -0.34807 -0.02691
7 O -1.11201 -1.13343 0.01090
8 H 2.16775 0.99307 -0.75709
9 H 2.40556 0.91999 0.91273
10 H 1.72918 -1.30845 -0.87915
11 H 1.47581 -1.31107 0.86514
12 H -0.12346 1.97504 0.08462
13 H -2.81880 -0.58303 -0.93361
14 H -2.82925 -0.51787 0.90798

Calculated values
DFT total energy: -9844.3477 eV
ΔE to the lowest compared entry with this formula, charge and spin: 282.89 kJ/mol
SMILES: NCC1=COCO1
HOMO level: -7.869 eV

Atomic partial charges in e from the Löwdin method, atoms 1 to 8: -0.034, -0.213, -0.289, -0.085, -0.031, -0.214, 0.034, 0.061


# 4
Below is H40LiO24S as an isolated structure at a distorted geometry, with properties calculated with ωB97M-V/def2-TZVPD.

Element x y z (Å)
1 Li 0.02097 -0.33902 -0.06866
2 S -2.98159 0.79075 -0.67771
3 O -2.65906 2.17987 -1.03047
4 O -1.74791 0.00804 -0.94433
5 O -3.48863 0.70982 0.69258
6 O -4.01717 0.36835 -1.55275
7 O 1.36802 1.08783 -0.19327
8 H 1.63388 1.85016 0.32094
9 H 2.04265 1.00591 -0.86737
10 O -0.99757 2.16927 -3.25299
11 H -1.40773 1.86840 -2.44214
12 H -1.72562 2.27480 -3.86541
13 O -3.41565 2.79155 2.14783
14 H -4.22296 3.19853 1.83343
15 H -3.34775 1.97701 1.64970
16 O 1.92596 -4.65553 1.31236
17 H 2.39675 -4.89442 2.11080
18 H 2.61467 -4.47377 0.67294
19 O -2.88779 -0.45758 -4.00547
20 H -3.54468 -0.93785 -4.50951
21 H -3.29797 -0.31319 -3.15275
22 O -0.59097 0.25922 1.72411
23 H -0.31502 -0.10986 2.56308
24 H -1.52879 0.41951 1.82929
25 O -2.20242 -2.48674 -0.61416
26 H -1.31356 -2.77965 -0.41319
27 H -2.10409 -1.56333 -0.84626
28 O 2.29793 -3.82572 -2.16826
29 H 1.96277 -4.70985 -2.01916
30 H 3.13384 -3.80422 -1.70239
31 O 1.19940 -1.26533 -2.00485
32 H 1.42965 -2.19279 -1.94976
33 H 0.81722 -1.16431 -2.87660
34 O 1.42888 3.43395 -3.54115
35 H 0.64245 2.88872 -3.51902
36 H 1.31889 4.04353 -2.81139
37 O -0.77159 3.72780 -0.18801
38 H -1.43273 3.05380 -0.34566
39 H -0.37586 3.88114 -1.04599
40 O -0.16021 -0.96296 -4.28813
41 H -1.07467 -1.10659 -4.04448
42 H -0.13262 -0.05595 -4.59275
43 O 2.31276 -0.35035 4.10487
44 H 2.44921 -0.07556 5.01157
45 H 1.54418 -0.91980 4.13975
46 O -4.53428 -0.93182 2.32548
47 H -4.14965 -0.40340 3.02482
48 H -4.17869 -0.55820 1.51913
49 O 1.78447 3.67265 0.88459
50 H 0.86214 3.81862 0.67429
51 H 1.77950 3.38104 1.79628
52 O 3.99266 -1.22783 1.97889
53 H 4.47797 -1.96448 2.35043
54 H 3.35654 -0.99412 2.65488
55 O 0.48712 -2.29007 0.99867
56 H 0.99996 -3.07691 0.81400
57 H 0.25465 -2.36682 1.92403
58 O 1.97618 2.03221 3.15132
59 H 1.33000 2.18993 3.83966
60 H 2.15724 1.09369 3.20261
61 O 3.27990 1.21204 -2.20516
62 H 2.93778 1.19735 -3.09901
63 H 3.96865 0.54735 -2.20086
64 O -0.21132 -1.89710 3.70560
65 H -0.90953 -1.27726 3.91658
66 H -0.45680 -2.70043 4.16455

Calculated values
DFT total energy: -60837.1501 eV
HOMO level: -5.576 eV
total charge: -1

Atomic partial charges in e from the Löwdin method, atoms 1 to 8: 0.660, 0.294, -0.348, -0.410, -0.367, -0.307, -0.103, -0.002


# 5
Below is C20H14Cl2IrN5O5SSe as an isolated structure, with properties calculated with ωB97M-V/def2-TZVPD.

Element x y z (Å)
1 Ir 0.20788 -0.04984 -0.08708
2 N 3.16489 6.69497 -2.35335
3 C 3.22452 5.49190 -1.64266
4 C 3.30158 4.27635 -2.31886
5 C 3.30989 3.08360 -1.61861
6 C 3.23479 3.09894 -0.23143
7 C 3.15786 4.30368 0.45517
8 C 3.15212 5.49389 -0.24905
9 S 3.28405 1.55577 0.62045
10 O 3.86437 0.60524 -0.27313
11 O 3.89524 1.76063 1.90519
12 N 1.70967 1.13824 0.81551
13 C 0.94022 1.65979 1.79122
14 N -0.23107 0.96575 1.87185
15 C -1.11901 1.34135 2.77316
16 C -0.88673 2.40622 3.62326
17 C 0.31645 3.07801 3.43669
18 N 1.22665 2.72925 2.54497
19 H 3.53685 6.65547 -3.28767
20 H 3.47151 7.50739 -1.84478
21 H 3.35153 4.26735 -3.40165
22 H 3.36247 2.13316 -2.13298
23 H 3.10995 4.28946 1.53449
24 H 3.09472 6.43900 0.28018
25 H -2.03728 0.76509 2.81473
26 H -1.60423 2.70437 4.37221
27 H 0.55145 3.95844 4.02865
28 Cl 1.30156 -4.44194 2.14971
29 C -0.14670 -3.95007 1.33800
30 C -1.24018 -4.82364 1.28921
31 C -2.41024 -4.46531 0.68060
32 Cl -3.75330 -5.58960 0.66397
33 C -2.54968 -3.20222 0.06867
34 C -3.72714 -2.70199 -0.54550
35 C -3.73031 -1.44263 -1.06266
36 C -2.55794 -0.65602 -1.01757
37 N -1.45077 -1.11215 -0.48497
38 C -1.43068 -2.35347 0.09510
39 C -0.19867 -2.68502 0.75937
40 O 0.75552 -1.82036 0.79207
41 H -1.15417 -5.79829 1.75021
42 H -4.61263 -3.32146 -0.58539
43 H -4.62235 -1.03306 -1.51596
44 H -2.51007 0.34820 -1.41721
45 Se 1.33862 -0.65040 -2.09275
46 O 0.49304 2.05813 -2.79779
47 C -0.18874 2.40028 -1.85282
48 O -0.53392 1.72860 -0.80276
49 H -0.61166 3.42409 -1.83319

Calculated values
DFT total energy: -142724.6669 eV
ΔE to the lowest compared entry with this formula, charge and spin: 0.00 kJ/mol
2S+1: 2
<S²>: 0.754
HOMO level (spin up / spin down): -4.060 / -3.751 eV
total charge: -1

Atomic partial charges in e from the Löwdin method, atoms 1 to 8: 1.046, 0.081, -0.329, -0.029, -0.055, -0.281, -0.065, -0.042


# 6
Below is an isolated ion of composition C8H13O and charge +1 at a distorted geometry, with properties calculated with ωB97M-V/def2-TZVPD.

Element x y z (Å)
1 C -1.01643 0.45535 -0.02380
2 C 1.13855 0.18255 -0.12578
3 C -1.33738 -0.98318 0.01535
4 C -0.11366 -1.83905 0.33610
5 C 1.08106 -1.23303 -0.40589
6 C 1.84859 1.24503 0.08409
7 C 3.34860 1.25066 0.08116
8 C -3.35087 0.99880 -0.02288
9 O -1.97229 1.33481 -0.03146
10 H -2.15163 -1.19921 0.71184
11 H -1.71347 -1.23840 -0.98526
12 H 0.07150 -1.82201 1.40841
13 H -0.26905 -2.87018 0.03096
14 H 2.00469 -1.69916 -0.05964
15 H 0.98178 -1.40862 -1.47822
16 H 1.39582 2.20622 0.27689
17 H 3.69567 1.96242 -0.66547
18 H 3.76204 0.27154 -0.13577
19 H 3.70226 1.58872 1.05349
20 H -3.88359 1.94577 -0.09311
21 H -3.59854 0.36233 -0.87417
22 H -3.62366 0.48863 0.90315

Calculated values
DFT total energy: -10543.8548 eV
ΔE to the lowest compared entry with this formula, charge and spin: 149.42 kJ/mol
HOMO level: -14.075 eV
total charge: +1

Atomic partial charges in e from the Löwdin method, atoms 1 to 8: 0.062, 0.012, -0.161, -0.156, -0.169, -0.103, -0.048, -0.010